1.
67
Properties=species:S:1:pos:R:3:forces:R:3 method="wB97M-V/def2-TZVPD" spin_multiplicity=4 orbital_gap_ha="0.2639 / 0.2357" charge=+3 s_squared=3.769 total_energy_ha=-1725.88162
H -3.469 2.533 4.223 -0.37 0.04 0.37
C 1.396 2.137 3.741 -0.12 -1.21 -0.52
H 2.782 -4.097 -6.397 0.11 0.24 0.62
B -0.910 2.844 2.620 1.05 -0.66 -1.16
C -1.264 5.753 2.655 -1.18 1.60 0.01
H 0.036 -6.254 -4.365 -0.10 0.18 0.84
H -2.126 5.248 3.236 1.34 1.09 -1.05
H -1.607 5.289 -2.569 0.53 -0.88 -0.29
H 0.298 -7.348 -2.986 -0.35 0.25 -0.34
C -2.801 -1.079 -0.074 1.68 -1.36 1.16
H 0.789 -5.599 -1.494 0.16 -0.29 1.96
C -1.023 5.083 1.338 0.08 -0.12 1.19
C 3.082 -5.212 -4.647 -0.29 -0.58 0.92
H -1.060 3.293 3.708 -0.62 0.37 -0.53
S 2.637 -5.474 -2.838 -0.01 0.17 -0.71
C 2.365 1.036 2.035 -1.55 -0.28 -0.64
H -3.980 -0.818 2.685 0.29 0.16 -0.14
H -3.167 -0.539 -0.943 0.13 -0.05 -0.13
H 2.851 -6.189 -5.104 -0.10 0.29 0.06
N -0.653 3.397 -0.073 -1.94 1.75 1.88
C 3.025 -2.697 -4.693 -2.37 0.98 -0.93
H -1.594 -6.774 -1.860 -0.21 -0.13 0.00
H 4.313 0.464 1.692 -0.02 -0.39 -0.67
H 1.018 3.751 5.071 0.07 -1.16 0.07
N -1.713 0.963 1.027 -0.83 -1.09 1.22
H 3.269 0.450 0.134 0.48 -0.26 1.32
H -1.453 3.462 -2.551 0.61 1.18 0.24
C -0.778 4.587 -0.823 1.43 -1.76 0.10
H -3.552 -1.860 0.245 0.95 0.85 -0.51
H 3.305 0.941 4.024 -1.37 0.41 -0.71
H -4.095 0.872 4.642 -0.04 0.27 -0.13
C 2.429 1.258 3.388 1.82 0.30 0.22
C -0.061 -6.338 -3.256 1.07 -0.35 -0.81
H 0.443 -4.339 -2.646 0.87 -0.52 -0.09
H -0.020 4.525 -3.007 -0.80 -0.07 1.26
C -0.922 4.435 -2.324 -0.51 0.56 -0.45
C 1.020 2.619 5.056 0.64 1.58 1.93
C -0.831 5.643 0.075 -0.18 -0.97 -0.91
H -1.897 -5.195 -2.482 0.83 0.32 -0.26
H -2.168 -6.520 -3.503 -0.27 -0.49 -0.26
C -3.252 1.471 4.303 0.76 0.40 0.98
H -1.760 -1.592 -0.255 -2.07 0.70 -0.18
C -3.196 -0.149 2.339 0.51 0.86 -1.01
H -1.496 6.843 2.375 -0.02 -1.58 0.85
C -2.560 -0.160 1.093 -0.10 1.48 0.73
H 0.018 2.314 5.354 0.02 -0.14 -0.06
H 4.170 -5.130 -4.571 -0.07 -0.13 0.07
C -2.762 1.025 3.007 -0.53 -1.93 -0.56
H 4.037 -2.595 -4.452 1.75 -0.48 0.00
H 2.490 -2.387 -3.791 -0.23 -0.44 0.17
Re -0.027 1.565 0.016 0.50 -0.13 -2.75
N -1.863 1.664 2.282 0.94 -0.69 -1.44
N 1.173 1.681 1.543 2.46 -0.39 2.93
N -1.013 3.754 1.291 1.09 0.48 -0.34
H 1.417 -4.027 -5.350 -0.29 0.07 0.20
C 0.870 -5.367 -2.506 -0.55 1.19 -2.11
H 1.738 2.269 5.843 -0.64 0.34 -0.81
C 3.351 0.194 1.237 -1.15 0.77 -0.70
C -1.477 -6.170 -2.757 -0.73 -0.27 0.57
H -0.376 5.808 3.313 -0.31 -0.30 -0.45
H 3.143 -0.891 1.355 0.16 0.70 0.08
H -0.720 6.673 -0.185 -0.42 0.42 -0.02
H 2.786 -1.882 -5.390 0.22 -0.12 0.09
N 0.647 2.378 2.678 -1.34 -0.64 -1.93
C 2.499 -3.993 -5.326 0.65 -0.10 -0.12
O 0.693 1.098 -1.455 -1.08 -0.18 1.86
H -2.443 1.353 5.050 -0.39 0.10 -0.16

=====

2.
65
Properties=species:S:1:pos:R:3:forces:R:3 method="wB97M-V/def2-TZVPD" orbital_gap_ha=0.2123 charge=+1 total_energy_ha=-1361.62853 e_above_lowest_ev=7.2696
H 0.615 -2.165 0.675 0.59 -1.46 1.36
H 0.754 2.613 1.301 -0.02 0.12 -0.04
H 0.674 2.639 -6.114 0.01 0.05 -0.01
C -3.228 -4.043 2.659 -0.34 2.38 -1.01
H 2.248 1.443 -4.358 0.01 0.03 0.04
H 2.211 -2.996 0.993 -1.83 0.10 0.47
O -0.019 5.194 1.293 -0.33 -0.20 0.03
C -0.719 2.656 -0.614 -0.24 0.00 0.02
C 0.499 -4.394 1.150 -1.88 -2.64 -0.50
H 2.185 -0.442 3.477 -1.57 -0.66 -0.52
H -3.205 -5.125 3.060 -0.04 1.98 -0.70
H 3.298 -6.413 0.656 -0.12 0.97 -0.28
H -5.195 -0.907 2.963 1.38 -1.25 -0.64
H 0.339 -2.848 3.555 1.23 0.52 -0.84
H 1.474 -0.477 1.787 -0.14 -0.76 1.63
H 2.977 3.487 -3.284 -0.03 0.00 -0.11
H 1.139 4.888 -5.328 0.00 -0.09 0.08
C 2.102 4.472 -5.011 0.54 -0.22 0.08
H -0.858 6.393 -0.135 0.07 -0.06 0.12
N -0.510 -7.229 0.613 -2.43 3.73 1.20
C 1.198 -2.470 2.908 1.26 1.15 -0.91
H 1.433 -7.667 0.347 -1.04 0.61 0.18
C -4.368 -3.109 3.127 2.97 1.34 -2.46
C 1.526 1.575 -3.548 -0.18 0.06 0.04
C 2.010 3.889 -3.605 -0.46 0.24 -0.18
H -1.602 6.511 1.473 -0.10 -0.02 -0.04
H -1.342 -1.756 0.417 -1.36 -0.54 1.10
O -1.245 2.570 0.704 0.32 0.05 -0.11
H -1.558 2.678 -1.314 0.06 -0.02 0.10
C -2.128 -2.136 1.143 -2.52 -0.84 2.37
H -3.225 -0.070 1.258 -0.08 -1.99 0.70
H 0.373 4.314 3.087 -0.03 -0.03 0.02
H -1.350 4.394 2.684 0.02 -0.07 -0.08
O 2.571 3.502 -5.946 -0.42 -0.01 0.16
H -1.921 5.091 0.434 0.02 0.00 0.04
H 2.833 5.287 -5.005 -0.06 0.00 0.04
O 0.039 -0.217 3.284 0.60 -1.29 0.07
C -2.098 -3.599 1.652 -2.40 1.05 1.25
H -2.541 -6.494 1.006 2.16 0.21 -0.21
C -3.256 -1.158 1.634 0.06 -3.27 1.06
C -0.248 2.803 1.700 -0.61 0.07 0.35
H -0.431 2.083 2.504 0.08 0.05 -0.03
C -1.168 5.821 0.742 0.11 0.13 -0.02
H 2.004 1.350 -2.588 0.11 -0.07 -0.02
H 1.908 2.090 -7.266 0.05 0.12 0.07
C -4.388 -1.639 2.615 3.06 -2.28 -1.23
H 1.182 3.696 -7.465 -0.12 -0.03 0.00
H -0.110 1.772 -0.829 0.13 0.04 -0.09
N 0.777 -6.891 0.578 2.58 2.60 0.33
C 1.292 -0.841 2.874 -0.22 -0.13 -0.57
C -0.352 4.212 2.272 0.53 -0.03 -0.33
H 0.701 0.875 -3.697 -0.01 0.13 0.02
H -5.166 -3.494 3.846 1.35 0.63 -1.19
C 1.422 -5.627 0.800 -2.77 1.63 0.60
C 1.518 2.958 -6.731 0.20 -0.03 -0.08
C 1.117 -2.941 1.369 0.69 -0.93 -0.55
H 2.237 -2.809 3.289 -1.98 0.17 -0.27
C -1.045 -4.704 1.264 3.14 -1.03 -0.74
N 2.890 -5.453 0.707 -2.84 -1.95 1.53
H -0.607 -0.927 3.507 0.73 0.79 -0.24
C -1.423 -6.220 0.959 1.84 1.10 0.01
H -0.122 3.560 -0.756 0.01 -0.08 0.00
H 3.161 -5.136 1.664 -0.05 0.12 -1.01
H 1.729 4.688 -2.911 0.04 0.00 -0.01
O 0.993 2.890 -3.524 0.30 -0.19 -0.07

=====

3.
64
Properties=species:S:1:pos:R:3:forces:R:3 method="wB97M-V/def2-TZVPD" spin_multiplicity=3 orbital_gap_ha="0.2209 / 0.2526" s_squared=2.005 total_energy_ha=-2447.90920 e_above_lowest_ev=0.6306
H -3.359 -3.443 -1.534 0.01 0.00 -0.01
H 0.470 1.059 3.907 -0.06 0.03 0.05
H -1.049 3.157 -3.565 0.04 0.03 -0.03
C -2.980 1.717 -2.289 0.42 -0.16 -0.03
N 1.577 0.642 -0.167 1.08 0.44 0.32
C 0.610 -3.387 0.607 -0.06 -0.04 -0.11
H -2.407 2.015 1.492 0.02 0.06 0.07
H 1.953 -5.005 0.221 -0.03 0.01 -0.02
C -0.594 -2.751 0.236 0.23 -0.11 0.10
H 1.000 4.993 2.273 -0.07 0.01 0.04
H 0.874 2.576 -2.383 -0.10 0.01 -0.06
H -0.683 5.229 1.776 0.07 -0.01 0.02
N 0.012 2.593 -1.851 -0.25 0.27 0.37
H 0.753 -6.178 -2.931 0.00 0.01 0.01
Ti -0.464 0.879 -0.376 -0.55 -0.34 -0.29
C 2.543 -1.000 -1.675 -0.11 -0.02 -0.13
H 2.759 -0.489 -2.617 -0.01 0.01 0.01
C 3.858 0.867 1.329 0.31 -0.09 0.03
C 0.746 -6.311 -1.848 0.01 0.06 -0.01
H 2.436 -3.396 1.730 -0.02 -0.01 0.03
C -1.334 -3.273 -0.836 0.19 0.01 0.02
N -2.279 0.618 -1.572 -0.51 0.24 0.03
H 0.985 -3.129 2.713 -0.01 0.01 -0.03
H -1.458 -4.800 -2.326 0.02 0.00 0.02
C 0.331 2.137 4.036 0.31 -0.20 0.43
H -2.322 -0.259 -2.086 -0.07 0.20 0.09
H -3.133 3.848 -2.288 0.02 0.04 0.02
C 1.030 -4.521 -0.086 0.00 0.08 0.02
H 3.233 -1.836 -1.573 0.03 0.02 -0.02
H -2.534 2.107 3.231 0.02 0.06 -0.03
Si -0.295 2.899 2.477 0.15 -0.31 -0.67
C 3.837 0.042 0.203 0.14 -0.02 0.09
H 1.608 -1.826 1.731 0.01 -0.02 -0.06
C 2.666 -0.066 -0.511 -0.21 0.02 0.19
C 1.588 1.504 0.909 -0.08 0.30 -0.08
H 1.532 -1.404 -1.734 -0.05 -0.02 0.03
C -0.038 4.731 2.506 0.27 0.54 0.05
H -2.843 1.547 -3.359 -0.03 0.01 -0.02
H -2.387 3.190 -0.834 -0.09 0.06 -0.04
C 1.461 -2.907 1.754 -0.01 0.03 -0.03
H 1.749 -6.604 -1.537 -0.01 0.02 0.00
H -0.387 2.300 4.845 0.06 -0.03 -0.01
H -3.047 -1.972 -0.609 0.01 -0.03 0.04
H 1.287 2.564 4.350 -0.05 -0.04 0.03
C 2.755 1.583 1.704 -0.37 0.13 0.00
H -2.675 3.583 2.265 0.00 -0.04 0.03
H -2.464 -2.136 -2.280 0.02 -0.10 -0.01
H 4.710 -0.520 -0.096 -0.02 -0.03 0.03
C -2.139 2.634 2.358 -0.45 -0.19 -0.12
C -1.043 3.402 -2.500 0.06 -0.41 -0.06
H 2.770 2.228 2.572 -0.01 0.00 -0.03
C 0.303 -5.054 -1.141 0.01 -0.05 0.02
H -2.726 0.405 -0.668 -0.24 -0.03 -0.28
C -2.621 -2.664 -1.332 -0.06 -0.12 0.01
Te -1.237 -1.085 1.406 -0.45 -0.18 0.20
H -0.269 5.146 3.494 -0.03 0.00 -0.09
H -0.830 4.468 -2.411 -0.04 0.10 0.00
N 0.425 2.203 1.054 0.46 -0.38 -0.02
H -4.050 1.674 -2.087 -0.08 0.03 0.02
C -0.868 -4.407 -1.502 -0.11 0.02 -0.07
C -2.429 3.096 -1.927 0.16 -0.12 0.16
H 0.238 2.991 -0.931 0.15 0.20 -0.24
H 4.766 0.941 1.916 -0.02 0.01 -0.01
H 0.075 -7.144 -1.629 -0.01 0.02 0.02

=====

4.
60
Properties=species:S:1:pos:R:3:forces:R:3 method="wB97M-V/def2-TZVPD" orbital_gap_ha=0.1815 total_energy_ha=-3283.51360 e_above_lowest_ev=0.0000
H -2.343 -2.713 -5.968 0.34 0.07 0.18
H 1.877 -3.129 -5.850 -0.23 0.20 -0.13
Zn 0.549 -0.368 0.939 -0.28 -0.04 0.10
H -2.741 -0.402 -4.463 -0.11 -0.58 0.25
H -1.204 4.139 -5.018 0.07 -0.25 -0.21
C 1.850 3.176 -5.002 0.59 0.70 -0.84
H -2.331 2.081 -4.077 0.23 -0.51 0.49
H 1.526 -2.703 0.771 -0.33 0.11 -0.18
H 2.071 4.114 2.795 -0.36 -0.18 -0.08
C -1.304 -3.053 -6.075 -0.17 -0.41 -1.54
C 1.384 -2.323 -6.407 -0.10 -0.55 -1.65
P -0.126 -1.770 -5.517 0.67 -0.32 3.98
C -1.002 1.905 1.864 0.37 1.32 0.44
H 1.116 -2.695 -7.402 0.37 -0.09 -0.18
C 1.491 -0.302 -3.492 0.51 -0.09 0.97
H 2.421 1.823 1.907 -0.30 0.17 0.00
H -2.338 -1.884 -2.487 0.21 0.24 -0.23
H 0.220 0.365 -1.857 0.01 0.36 -0.49
H -1.175 -3.970 -5.483 0.09 0.37 -0.13
H -1.123 -3.299 -7.130 -0.22 -0.22 -0.01
H -1.871 1.296 1.632 0.09 0.10 -0.05
C -1.556 -1.180 -2.828 -0.53 -0.18 0.24
C 0.517 0.926 -6.330 0.04 -0.06 -0.57
H 2.096 -1.498 -6.528 -0.13 -0.14 0.20
C -2.295 -0.019 -3.520 -0.88 -0.61 0.57
H 2.013 0.118 -4.366 -0.05 0.13 0.26
H -1.088 -0.837 -1.896 -0.20 -0.05 -0.05
H -2.211 3.588 2.500 0.26 -0.02 0.00
H 2.712 2.494 -5.033 -0.31 0.24 0.10
C -1.647 1.258 -3.804 0.54 1.33 -0.84
H -3.160 0.190 -2.862 -0.10 -0.22 -0.17
H -0.608 3.834 -6.682 -0.02 0.03 0.17
H -0.275 2.672 -2.970 0.19 0.09 0.02
H -0.701 -0.503 -7.386 0.20 -0.08 0.24
H 1.546 0.535 -6.278 -0.40 0.15 0.04
H -0.243 5.010 3.116 0.08 -0.38 -0.16
C -1.196 3.214 2.367 0.25 -0.70 -0.09
H 2.316 -0.598 -2.817 -0.15 0.23 -0.11
H -1.878 2.782 -5.990 0.51 0.18 0.22
H -0.727 -3.048 -3.528 0.26 0.16 0.28
C 0.729 0.810 -2.726 0.30 0.33 -0.40
H 1.891 3.854 -5.867 0.38 -0.01 0.29
H 0.443 1.426 -7.307 0.10 -0.02 0.17
C 1.402 2.202 2.021 -0.48 1.07 0.32
C 1.201 3.503 2.528 0.22 -0.40 0.00
P 0.319 2.265 -5.119 -1.00 -1.22 0.18
C 0.655 -2.201 0.314 0.22 -0.29 -0.07
C -0.269 1.712 -3.542 -0.16 -0.37 2.09
C -0.579 -1.972 -3.669 -3.38 -0.06 -0.66
C -0.092 4.003 2.713 -0.07 -0.23 -0.26
C 0.298 1.417 1.676 0.07 -0.73 -0.23
H 0.781 -2.235 -0.778 -0.06 -0.04 0.24
H 1.505 -2.448 -3.798 -0.01 0.31 0.23
H 1.486 1.481 -2.265 -0.24 -0.27 -0.48
C -0.970 3.361 -5.760 0.18 0.38 -0.39
H -0.248 -2.779 0.574 0.32 0.25 -0.10
H 1.863 3.774 -4.079 -0.05 -0.24 -0.24
C -0.546 -0.202 -6.334 -0.47 0.07 -0.38
H -1.529 0.153 -5.988 0.51 -0.05 0.14
C 0.811 -1.603 -3.902 2.58 1.03 -1.47